# 1
This record from OMol25 describes the molecule C3H8O in a non-equilibrium geometry. The level of theory is ωB97M-V with the def2-TZVPD basis set.

Output
E_LUMO in Eh: 0.0389
SMILES: CC(C)O
Gap between HOMO and LUMO in eV: 11.368
E_HOMO in eV: -10.31

The geometry in XYZ format:
```
12
Properties=species:S:1:pos:R:3:forces:R:3
C 1.193 -0.578 0.027 0.63 0.28 -1.12
C 0.028 0.294 -0.449 0.84 0.10 -1.08
C -1.335 -0.176 0.058 -1.63 0.21 -0.33
O 0.299 1.637 -0.044 0.04 0.24 1.48
H 1.051 -0.564 1.068 0.10 -0.66 1.76
H 1.230 -1.602 -0.375 -0.31 0.35 0.25
H 2.198 -0.119 -0.134 -0.90 -0.12 -0.26
H 0.045 0.361 -1.581 -0.28 -0.16 1.23
H -1.537 0.031 1.169 0.45 0.03 -1.62
H -2.136 0.315 -0.613 1.04 -0.51 1.43
H -1.512 -1.262 -0.069 0.41 0.43 -0.03
H 0.475 1.664 0.943 -0.37 -0.21 -1.70
```
Positions in Å, forces in eV/Å.

# 2
This record from OMol25 describes a cluster of 2 separate species, C7H15N3O in total in a non-equilibrium geometry. The level of theory is ωB97M-V with the def2-TZVPD basis set.

Output
⟨S²⟩: 2.008
E_LUMO (alpha / beta) in Eh: -0.3445 / -0.4242
Total charge: +2
Gap between HOMO and LUMO (alpha / beta) in eV: 5.298 / 6.086
E_HOMO (alpha / beta) in eV: -14.67 / -17.63
Spin multiplicity: 3

The geometry in XYZ format:
```
26
Properties=species:S:1:pos:R:3:forces:R:3
C -0.687 -1.868 -1.137 -1.65 -0.22 2.38
C 0.919 2.121 -0.020 2.93 2.63 -2.07
C -1.531 0.770 0.336 -2.77 0.54 -1.62
C 0.040 2.261 1.161 -0.98 -0.80 2.78
C -0.923 -2.625 -2.358 0.01 -2.38 0.37
C 2.519 -0.085 1.840 1.87 -0.10 0.98
C 0.131 -0.608 -0.856 0.11 0.21 -1.00
N -1.337 2.036 0.984 2.55 0.26 -1.17
N -0.250 0.106 0.375 1.38 -1.68 -1.07
N 0.701 0.963 0.799 -1.45 1.65 0.34
O -1.358 -2.275 -0.084 0.61 -0.74 -3.21
H 0.365 2.088 -0.960 0.50 0.19 -0.10
H 1.951 2.732 -0.051 -2.34 -1.73 0.25
H -2.220 0.172 0.934 -0.55 0.15 -0.56
H -1.929 0.975 -0.778 0.84 -0.94 2.16
H 0.327 2.738 2.155 0.00 -0.36 -1.70
H -2.050 -2.932 -2.450 1.92 0.99 -0.08
H -0.394 -2.147 -3.158 -0.44 0.21 -0.93
H -0.441 -3.725 -2.311 -0.75 2.21 0.42
H 1.948 -0.374 2.739 0.41 0.18 -0.62
H 2.690 -0.857 1.056 0.06 0.88 0.72
H 3.108 0.899 1.885 -0.90 -1.83 -0.26
H 0.145 0.135 -1.661 -0.71 -0.47 -0.58
H 1.182 -0.878 -0.886 0.41 -0.41 0.63
H -1.872 2.208 1.770 -1.46 0.56 1.80
H -1.035 -1.830 0.675 0.39 0.99 2.12
```
Positions in Å, forces in eV/Å.

# 3
This record from OMol25 describes a cluster of 2 separate species, C4H10N2OS in total in a non-equilibrium geometry. The level of theory is ωB97M-V with the def2-TZVPD basis set.

Output
E_LUMO in Eh: -0.0360
Gap between HOMO and LUMO in eV: 8.222
E_HOMO in eV: -9.20

The geometry in XYZ format:
```
18
Properties=species:S:1:pos:R:3:forces:R:3
N -1.588 -0.945 -0.687 0.86 -0.30 -0.46
C -0.667 0.173 -0.504 -1.80 1.24 2.43
C 0.469 -0.217 0.504 -0.15 -0.12 -1.88
C 0.070 -0.778 1.845 -0.48 0.12 -0.11
S 1.569 -0.798 2.868 0.31 -4.30 -1.99
C -0.215 1.049 -1.701 1.03 0.31 0.34
N 0.585 2.126 -1.285 -0.51 0.61 -1.27
O -0.536 0.925 -2.854 -0.71 -0.37 0.01
H -1.114 -1.742 -1.124 -0.34 0.42 0.03
H -2.433 -0.733 -1.210 0.42 0.16 -0.03
H -1.289 0.944 0.133 0.98 -1.10 -1.23
H 1.011 0.684 0.742 0.44 0.18 -0.21
H 1.155 -0.947 -0.018 -0.42 0.71 0.61
H -0.707 -0.226 2.366 0.03 0.58 -0.07
H -0.360 -1.760 1.738 0.06 -0.38 0.15
H 1.853 -2.450 1.888 0.08 3.40 2.32
H 0.865 2.815 -2.011 -0.43 -1.14 0.59
H 1.332 1.881 -0.688 0.62 -0.01 0.78
```
Positions in Å, forces in eV/Å.

Number 3 is which compound? C4H10N2OS

Repeat the third record exactly.
This record from OMol25 describes a cluster of 2 separate species, C4H10N2OS in total in a non-equilibrium geometry. The level of theory is ωB97M-V with the def2-TZVPD basis set.

Output
E_LUMO in Eh: -0.0360
Gap between HOMO and LUMO in eV: 8.222
E_HOMO in eV: -9.20

The geometry in XYZ format:
```
18
Properties=species:S:1:pos:R:3:forces:R:3
N -1.588 -0.945 -0.687 0.86 -0.30 -0.46
C -0.667 0.173 -0.504 -1.80 1.24 2.43
C 0.469 -0.217 0.504 -0.15 -0.12 -1.88
C 0.070 -0.778 1.845 -0.48 0.12 -0.11
S 1.569 -0.798 2.868 0.31 -4.30 -1.99
C -0.215 1.049 -1.701 1.03 0.31 0.34
N 0.585 2.126 -1.285 -0.51 0.61 -1.27
O -0.536 0.925 -2.854 -0.71 -0.37 0.01
H -1.114 -1.742 -1.124 -0.34 0.42 0.03
H -2.433 -0.733 -1.210 0.42 0.16 -0.03
H -1.289 0.944 0.133 0.98 -1.10 -1.23
H 1.011 0.684 0.742 0.44 0.18 -0.21
H 1.155 -0.947 -0.018 -0.42 0.71 0.61
H -0.707 -0.226 2.366 0.03 0.58 -0.07
H -0.360 -1.760 1.738 0.06 -0.38 0.15
H 1.853 -2.450 1.888 0.08 3.40 2.32
H 0.865 2.815 -2.011 -0.43 -1.14 0.59
H 1.332 1.881 -0.688 0.62 -0.01 0.78
```
Positions in Å, forces in eV/Å.